C4H4O2S in the gas phase. Source: the Open Molecules 2025 dataset; level of theory: ωB97M-V/def2-TZVPD.

Last column: Mulliken charge in e.
Atoms and positions in Å:
C 0.2122 0.1737 0.5573  0.352
C 1.5820 -0.4836 0.2801  -0.873
C 2.7339 -0.6466 -0.1539  -0.131
C -1.0553 -0.7119 0.1584  0.607
H -1.1226 2.2889 0.4070  0.180
H 0.4444 0.0983 1.6249  0.304
H 3.7884 -0.8849 -0.1114  0.383
H 0.1292 -1.7837 -0.4855  0.348
O -0.7744 -1.8817 -0.3883  -0.399
O -2.2426 -0.2684 0.1121  -0.558
S 0.0037 1.7182 -0.2673  -0.213

Cartesian forces (eV/Å) of the 6 atoms listed first:
C 0.656 -2.966 0.610
C 1.343 1.079 -2.716
C -2.432 -0.064 2.035
C -4.539 2.442 -0.831
H 1.449 -1.246 -0.667
H -1.422 1.038 0.526

Summary:
charge: 0
strongest force on any atom: 5.22 eV/Å
relative energy (zero: lowest compared OMol25 entry of this formula, charge and spin): 77.2 kcal per mole
molecular weight: 116.14 g/mol
SMILES: C#C[C@@H](S)C(=O)O
HOMO: -0.357 Eh